1.
Density functional theory data (ωB97M-V/def2-TZVPD) for C39H32AlNO3P2S as an isolated structure.

Each line ends with the Löwdin charge.
Atoms and positions in Å:
S  -0.137  1.933  -0.478  0.89
P  -2.474  0.097  0.194  1.13
H  -3.255  2.918  -0.057  0.10
Al  -0.009  -0.334  0.525  -0.12
H  4.589  1.212  -1.414  0.13
H  -4.024  1.163  -4.419  0.13
H  3.165  -2.886  -3.724  0.12
C  -3.221  1.259  -3.701  -0.02
C  2.840  -1.601  -2.044  -0.09
H  4.624  -1.699  0.850  0.11
H  0.730  4.280  -1.886  0.13
O  -0.177  -1.494  -0.981  0.02
H  -4.763  4.327  1.269  0.12
C  -1.216  1.557  -1.838  -0.33
O  -0.706  3.035  0.308  -0.38
C  3.250  -1.262  -0.753  -0.34
C  4.290  -1.960  -0.145  -0.06
C  -3.967  -2.136  -0.849  -0.05
C  3.234  0.425  1.649  -0.36
C  4.915  -2.996  -0.827  -0.05
C  3.740  1.875  -1.527  -0.06
C  -3.469  -3.599  1.460  -0.05
H  5.002  -4.132  -2.641  0.12
H  4.838  3.326  -2.652  0.13
C  1.573  3.604  -1.809  -0.05
H  -0.133  2.592  -3.379  0.11
C  4.508  -3.330  -2.109  -0.05
C  -4.257  0.628  2.249  -0.08
C  -4.617  3.292  1.547  -0.05
C  -1.036  2.061  -3.115  -0.03
C  0.127  -3.874  -0.596  0.07
C  3.048  -0.497  2.683  -0.12
C  0.043  -2.461  -0.177  -0.55
H  -4.337  0.302  -2.163  0.11
H  2.933  4.889  -2.850  0.13
P  2.376  0.063  0.107  1.11
C  2.514  1.528  -0.960  -0.32
C  -4.238  -4.148  0.446  -0.05
C  4.663  1.728  3.075  -0.05
C  2.807  3.945  -2.339  -0.02
H  4.179  2.274  1.065  0.10
H  2.033  -1.062  -2.526  0.11
O  0.191  -2.108  1.051  0.03
H  -0.659  -4.429  -0.082  0.11
C  -3.589  1.156  1.143  -0.33
N  -0.108  1.310  3.349  0.30
C  -2.942  -2.325  1.314  -0.13
H  -5.077  -3.839  -1.504  0.12
C  -2.372  0.838  -1.477  -0.32
H  -0.197  1.879  4.173  0.15
H  -3.276  -4.159  2.366  0.12
H  -5.623  1.020  3.847  0.12
H  1.086  -4.278  -0.269  0.11
C  -5.098  1.435  2.997  -0.06
H  4.987  0.948  5.045  0.12
C  4.491  0.803  4.095  -0.05
C  4.039  1.542  1.850  -0.06
H  -1.906  2.271  -5.063  0.13
C  3.474  -2.630  -2.720  -0.05
H  -4.652  -5.141  0.553  0.12
C  -4.480  -3.415  -0.708  -0.05
H  3.549  -1.033  4.694  0.12
C  3.683  -0.310  3.899  -0.05
H  -4.173  -1.605  -1.765  0.09
C  1.432  2.384  -1.160  -0.34
H  -5.943  3.392  3.227  0.12
H  0.017  -3.966  -1.672  0.11
C  -3.770  2.494  0.794  -0.08
C  -0.006  0.674  2.403  0.03
C  -5.278  2.766  2.647  -0.05
H  5.290  2.596  3.231  0.12
H  5.725  -3.535  -0.356  0.12
C  3.881  3.068  -2.220  -0.02
H  2.421  -1.371  2.532  0.11
H  -2.339  -1.919  2.119  0.11
C  -2.039  1.887  -4.061  -0.02
C  -3.189  -1.574  0.162  -0.33
H  -4.148  -0.415  2.516  0.09
C  -3.387  0.748  -2.420  -0.05

Calculated values
Highest occupied orbital energy, eV: -13.73
Net charge: +2

***

2.
Density functional theory data (ωB97M-V/def2-TZVPD) for C39H32BCl77NO3P as an isolated structure in a non-equilibrium geometry.

Each line ends with the Löwdin charge.
Atoms and positions in Å:
O  -0.469  1.637  -0.701  -0.04
C  11.343  10.182  3.506  -2.01
C  -9.756  -1.546  0.203  -2.00
H  2.140  -3.932  -2.067  0.09
Cl  -13.466  -0.651  -4.488  0.51
C  5.907  2.185  -1.168  -0.29
Cl  8.001  -4.747  2.775  0.52
H  -0.867  -4.696  -3.087  0.10
Cl  5.328  2.507  7.718  0.46
C  4.740  3.017  2.831  -1.96
C  0.992  -3.636  -2.058  -0.21
Cl  2.971  -4.359  5.532  0.50
C  0.629  3.132  6.697  -2.00
Cl  10.238  8.793  3.356  0.48
Cl  -3.013  7.794  -2.842  0.52
C  3.907  0.979  -3.196  -0.24
C  -14.671  3.690  2.376  -2.02
Cl  4.826  -3.515  -2.938  0.56
H  -0.027  -1.520  -2.488  0.09
Cl  7.594  5.733  7.172  0.51
H  2.487  -2.623  -4.272  0.10
Cl  7.429  6.523  4.377  0.47
Cl  -4.745  1.981  -6.351  0.51
Cl  -13.328  5.819  -0.660  0.48
C  -2.543  -0.500  -0.452  -0.14
C  -3.666  0.726  -0.623  0.02
C  4.930  1.704  -2.088  -0.08
Cl  7.593  2.622  9.540  0.51
C  -11.757  -0.842  -4.954  -2.01
C  2.038  -1.682  -3.689  -0.28
Cl  11.836  10.727  1.883  0.51
Cl  -3.145  -6.336  3.439  0.45
H  6.638  -1.729  -6.475  0.02
B  3.964  -1.435  -0.873  -0.58
Cl  -7.691  4.122  -3.783  0.52
Cl  -11.192  -2.466  -4.489  0.51
C  1.529  -3.873  4.605  -1.97
Cl  7.511  6.513  -1.501  0.51
Cl  -5.496  -8.052  7.725  0.52
C  0.543  -8.074  7.401  -2.00
Cl  0.189  4.172  5.319  0.50
C  8.943  -3.195  -8.190  -2.01
Cl  9.727  -1.601  -8.324  0.51
C  6.456  -1.170  -5.442  -0.14
H  1.023  -1.457  -0.332  0.08
Cl  -6.702  3.539  -1.109  0.54
Cl  -2.926  -8.617  1.646  0.53
Cl  -13.427  4.947  2.596  0.49
Cl  -14.171  7.087  -3.140  0.52
Cl  8.545  8.354  6.343  0.50
Cl  -16.057  4.375  1.490  0.51
C  -5.757  -6.453  6.983  -1.99
H  0.566  -3.490  -0.975  0.09
O  3.402  -2.647  -0.179  -0.10
H  6.837  2.245  -0.451  0.06
C  -2.371  -6.953  1.957  -1.96
Cl  3.119  3.697  3.119  0.50
Cl  -0.116  -9.459  8.307  0.52
Cl  -0.601  -6.947  2.165  0.49
Cl  -7.423  -6.352  6.360  0.52
O  5.132  -0.832  -0.165  -0.02
Cl  -8.194  -0.962  -0.425  0.50
H  5.939  -1.412  -0.294  0.11
Cl  7.287  -3.099  -8.839  0.51
Cl  -2.116  2.554  -5.244  0.48
Cl  12.785  9.697  4.433  0.51
C  -4.961  0.587  -1.657  -0.22
H  1.255  -6.456  -1.309  0.09
Cl  5.156  1.245  10.334  0.52
Cl  -9.854  -3.313  0.000  0.51
Cl  -12.099  5.045  -3.181  0.49
Cl  -3.821  6.682  -5.406  0.51
C  -3.360  1.297  -5.465  -1.95
C  0.201  -4.961  -2.686  -0.24
C  0.146  -6.054  -1.421  -0.17
Cl  -11.596  -0.639  -6.717  0.52
Cl  5.693  7.776  6.347  0.52
Cl  -8.989  2.082  -2.164  0.48
Cl  0.424  -5.262  4.455  0.45
Cl  8.883  -3.685  -6.478  0.52
Cl  -4.691  5.419  -2.934  0.48
H  0.889  -5.442  -3.535  0.12
Cl  -15.214  3.106  3.969  0.51
H  6.562  0.008  -5.572  0.09
H  -2.088  -2.784  -1.335  0.08
C  -0.227  0.426  -0.193  -0.28
Cl  -3.903  0.713  -3.871  0.67
H  2.253  1.395  -1.437  0.11
Cl  5.019  1.654  3.943  0.51
C  8.340  5.183  -2.347  -1.98
Cl  2.399  3.138  6.905  0.47
Cl  -9.256  4.890  -1.453  0.51
Cl  -0.145  3.749  8.178  0.52
H  -5.720  1.483  -1.772  0.00
H  4.133  -0.870  -5.444  0.11
Cl  -9.890  -1.139  1.933  0.52
Cl  -11.541  7.659  -2.033  0.51
C  -12.785  6.403  -2.254  -2.00
C  4.922  -1.612  -4.963  -0.32
H  7.237  -1.602  -4.670  0.08
H  0.047  -2.736  -3.908  0.12
C  7.315  7.097  6.060  -1.99
Cl  -4.606  -6.226  5.642  0.45
C  4.798  -1.670  -3.342  -0.73
Cl  10.514  11.513  4.353  0.51
C  5.815  2.630  9.427  -2.00
Cl  8.833  5.727  -3.971  0.50
C  1.270  -0.314  -0.343  -0.14
Cl  2.022  -3.328  2.982  0.53
H  1.019  0.432  -2.484  0.11
H  5.784  -1.204  -2.872  0.10
N  -1.336  -0.341  0.497  0.04
C  -5.229  -0.767  -2.574  -0.24
Cl  -13.985  2.332  1.448  0.51
Cl  -0.088  -6.558  8.091  0.51
Cl  5.970  4.275  3.114  0.48
H  -0.114  -5.515  -0.399  0.02
C  -4.112  -1.992  -2.392  -0.07
Cl  0.056  -8.197  5.691  0.48
Cl  -1.901  5.261  -3.745  0.49
C  -3.357  6.289  -3.732  -1.99
H  -0.540  -6.974  -1.650  0.07
Cl  9.876  -4.396  -9.118  0.51
Cl  4.854  2.444  1.148  0.59
H  1.831  0.001  0.663  0.15
Cl  2.321  -8.083  7.514  0.51
C  -2.815  -1.843  -1.374  -0.02
H  -3.503  1.691  0.027  0.10
Cl  5.183  4.147  10.117  0.51
Cl  9.783  4.697  -1.421  0.51
H  1.686  -0.908  -4.526  0.12
Cl  5.506  -3.740  1.668  0.56
H  4.753  -2.690  -5.443  0.10
H  3.003  -2.319  0.680  0.04
Cl  -2.811  -5.912  0.580  0.53
Cl  -11.085  -0.770  -0.694  0.49
H  4.527  0.941  -4.178  0.08
Cl  -10.773  0.389  -4.123  0.46
Cl  0.699  -2.543  5.451  0.52
Cl  0.074  1.468  6.385  0.51
Cl  5.534  -6.245  3.147  0.51
H  -4.326  -2.971  -3.029  0.09
H  2.994  1.709  -3.445  0.12
Cl  7.235  3.793  -2.497  0.59
C  1.912  0.283  -1.706  -0.33
H  -1.014  -1.345  0.636  0.11
Cl  -2.674  -0.061  -6.392  0.50
Cl  -5.502  -5.182  8.206  0.51
C  6.243  -4.614  3.034  -1.99
P  3.269  -0.759  -2.573  0.81
C  0.686  -2.288  -3.001  -0.22
H  -6.160  -0.877  -3.313  0.11
C  -8.160  3.658  -2.127  -1.96
Cl  5.932  -3.725  4.546  0.49

Calculated values
Highest occupied orbital energy, eV: -8.26

***

3.
Density functional theory data (ωB97M-V/def2-TZVPD) for C39H32Br2Cl2FHfN5O13PS2 as an isolated structure.

Each line ends with the Löwdin charge.
Atoms and positions in Å:
C  5.114  -1.922  -0.813  -0.49
H  -3.424  -4.473  -1.493  0.08
H  0.473  3.415  -4.788  0.04
H  -1.389  -5.589  0.565  0.07
C  0.102  3.280  -2.305  -0.11
C  0.569  5.424  1.508  -0.05
O  -0.832  -4.167  -1.332  -0.33
H  -1.419  -1.672  1.640  0.07
C  -1.643  4.465  1.421  -0.01
O  0.554  2.005  -4.239  0.09
C  -5.982  0.211  -1.072  -0.09
H  3.528  1.956  5.088  0.09
H  3.418  0.237  -2.758  0.16
C  -0.751  -1.255  2.383  -0.13
H  2.335  -5.065  0.482  0.06
H  -0.971  -2.448  -3.586  0.06
H  -4.032  0.112  -1.986  0.13
Br  2.542  -0.295  6.653  0.74
O  1.902  -0.146  0.088  -0.15
C  -4.691  1.500  1.026  -0.01
H  -2.747  4.481  3.255  0.10
C  0.807  0.355  2.906  -0.13
H  -1.546  -3.751  -4.639  0.08
N  -0.065  3.214  -0.999  0.08
C  -3.011  -3.898  -2.324  -0.06
S  -0.982  -1.330  -0.877  0.47
C  -0.449  4.800  0.817  -0.23
H  4.838  1.162  -0.522  0.14
C  -0.216  5.325  -1.618  -0.57
O  0.956  2.130  1.359  -0.21
O  0.531  0.972  -2.264  -0.15
H  -6.638  1.619  1.945  0.10
O  -1.932  1.302  -1.267  -0.12
H  4.461  -0.069  0.705  0.14
C  -4.616  0.437  -1.132  0.00
N  5.295  -2.863  -1.813  0.21
H  1.010  -5.922  -0.311  0.08
N  4.454  -0.788  -1.234  0.02
C  0.412  1.995  -3.017  -0.51
C  0.339  -1.360  4.513  -0.02
C  -0.954  -3.528  -3.748  -0.08
C  -1.568  -4.282  -2.583  -0.45
H  1.578  -6.459  1.287  0.08
H  -3.085  -2.837  -2.080  0.04
H  0.795  -4.423  2.337  0.13
O  5.152  -3.707  -3.924  0.09
C  1.087  -0.212  4.156  -0.18
C  1.393  -5.585  0.655  -0.07
H  -0.940  5.599  4.532  0.10
C  4.207  -1.575  -3.464  -0.25
P  0.161  -3.008  -0.830  -0.06
O  -0.033  6.377  -4.323  0.07
H  -1.524  -5.349  -2.794  0.13
H  -2.417  3.976  0.846  0.11
O  0.362  4.351  -5.130  0.12
C  -0.968  -5.307  1.530  -0.05
H  -4.167  1.970  1.850  0.12
H  1.502  5.649  1.007  0.11
Cl  -8.412  0.370  0.112  0.64
N  -0.065  -0.207  2.017  0.05
H  -1.173  -2.732  3.897  0.11
C  3.993  -0.654  -2.535  0.02
H  -1.654  -4.607  2.014  0.07
O  -1.798  1.439  0.900  -0.10
C  -3.972  1.078  -0.083  -0.13
C  4.906  -2.808  -3.151  -0.44
C  -2.502  1.298  -0.146  -0.64
O  0.285  -3.384  0.718  -0.33
H  0.078  -3.825  -3.919  0.05
C  2.778  0.703  -0.331  -0.61
C  -6.061  1.294  1.090  -0.10
C  0.020  4.607  -2.771  -0.03
O  2.426  1.810  -0.759  0.00
F  3.744  -1.434  -4.708  0.10
C  2.746  1.506  4.493  -0.17
H  5.754  -3.712  -1.522  0.16
C  -1.820  4.752  2.765  -0.06
H  1.183  6.195  3.408  0.10
Cl  -0.469  6.985  -1.363  0.82
C  0.385  5.720  2.850  -0.09
H  -3.610  -4.098  -3.218  0.08
C  -6.688  0.649  0.037  -0.66
C  2.410  2.088  3.247  -0.57
H  0.515  -1.830  5.471  0.08
H  -6.499  -0.300  -1.874  0.11
C  -0.806  5.382  3.479  -0.08
C  2.089  0.409  4.948  -0.63
O  5.532  -2.093  0.314  0.07
C  0.400  -4.677  1.354  -0.44
Hf  0.134  0.981  -0.196  1.65
C  4.222  0.298  -0.287  -0.01
Br  3.399  3.595  2.661  0.80
N  -0.258  4.470  -0.573  -0.03
C  0.112  5.193  -4.143  -0.51
S  1.853  -3.020  -1.753  0.43
H  -0.883  -6.199  2.157  0.08
C  -0.586  -1.857  3.647  -0.03
C  1.403  1.579  2.463  -0.38

Calculated values
Highest occupied orbital energy, eV: -5.73
Net charge: -1